No. 1
Density functional theory data (ωB97M-V/def2-TZVPD) for 2 unconnected molecules or ions with the total composition C4H5F3O in a non-equilibrium geometry.

Cartesian coordinates (Å):
C1 -1.10261 -1.04732 -0.02450
C2 -0.47069 0.03369 0.81774
C3 -1.43490 0.48587 -0.14365
C4 1.61620 0.16319 0.10253
O1 1.49047 1.05648 -0.86515
F1 -2.64622 0.95106 0.24595
F2 1.80992 -1.07874 -0.25270
F3 2.45815 0.47090 1.06562
H1 -0.35750 -1.52185 -0.66670
H2 -1.81031 -1.65704 0.41633
H3 -0.52841 0.22385 1.95665
H4 -1.16191 0.90188 -1.02771
H5 2.13782 1.01803 -1.62441

Summary:
* multiplicity: 1
* HOMO: -9.259 eV
* charge: 0
* HOMO-LUMO gap: 9.598 eV
* relative energy (zero: lowest compared OMol25 entry of this formula, charge and spin): 2.758 eV

Atomic partial charges in e from the Löwdin method, atoms 1 to 5: -0.04, -0.04, -0.33, -0.56, 0.10


No. 2
Density functional theory data (ωB97M-V/def2-TZVPD) for a molecular structure, C6H11N5PPd in a non-equilibrium geometry.

Cartesian coordinates (Å):
C1 0.41367 0.17380 -2.60907
C2 -0.67473 -0.76254 -2.85300
C3 -0.36122 -2.00890 -2.27976
C4 0.93461 -1.95259 -1.70136
C5 1.48953 -0.64107 -1.87436
Pd1 0.64090 1.01662 -0.65576
P1 -0.20525 3.11338 -0.46195
H1 0.67424 1.03227 -3.23315
H2 -1.55815 -0.51048 -3.42394
H3 -1.00400 -2.88417 -2.26553
H4 2.54901 -0.36257 -1.88423
H5 1.46084 -2.76201 -1.21194
H6 -1.27148 3.21124 0.49743
H7 -0.73238 3.75528 -1.63889
H8 0.77428 4.03423 0.03786
N1 -0.94177 0.00903 4.40340
N2 -0.31745 -0.32005 3.20475
N3 -0.40058 -1.57229 2.67634
C6 -0.07730 -1.32798 1.40043
N4 0.11502 -0.02362 1.14973
N5 -0.13012 0.64153 2.28943
H9 -0.65635 0.95064 4.65230
H10 -0.73448 -0.69152 5.10458
H11 0.01316 -2.11823 0.67668

Summary:
* multiplicity: 5
* HOMO (spin up / spin down): -9.974 / -11.987 eV
* charge: +1
* HOMO-LUMO gap (spin up / spin down): 7.408 / 5.012 eV
* relative energy (zero: lowest compared OMol25 entry of this formula, charge and spin): 0.097 eV

Atomic partial charges in e from the Löwdin method, atoms 1 to 5: -0.23, -0.06, -0.09, -0.10, -0.22


No. 3
Density functional theory data (ωB97M-V/def2-TZVPD) for a molecular structure, C3H7N6O in a non-equilibrium geometry.

Cartesian coordinates (Å):
C1 1.57236 -0.69910 0.04053
C2 -0.83410 -1.04910 0.02088
C3 -0.18451 1.26434 -0.39746
N1 2.75144 -0.70195 -0.60026
N2 1.81183 0.38142 0.79855
N3 0.40637 -1.51681 -0.13620
N4 -1.00677 0.30725 0.14920
N5 -1.93139 -1.83656 0.12668
N6 -0.03005 2.55425 -0.05178
O1 3.04212 0.51075 0.07663
H1 0.27382 1.07060 -1.26680
H2 0.38287 -2.52319 -0.08025
H3 -1.86925 0.76715 0.36788
H4 -2.03257 -2.80615 -0.15429
H5 -2.76522 -1.65297 0.69029
H6 -0.16794 2.73052 0.93688
H7 0.58100 3.19954 -0.52048

Summary:
* multiplicity: 1
* HOMO (spin up / spin down): -11.672 / -11.668 eV
* charge: +1
* HOMO-LUMO gap (spin up / spin down): 6.457 / 6.451 eV
* relative energy (zero: lowest compared OMol25 entry of this formula, charge and spin): 5.049 eV

Atomic partial charges in e from the Löwdin method, atoms 1 to 5: -0.48, -0.29, -0.08, 0.08, 0.03


No. 4
Density functional theory data (ωB97M-V/def2-TZVPD) for a molecular structure, C22H19Cl2N4OSTa.

Cartesian coordinates (Å):
Ta1 0.96306 0.80906 0.04626
Cl1 -5.34632 4.29049 -1.39946
C1 -3.90104 3.36651 -1.31999
C2 -3.16520 3.13575 -2.48290
C3 -2.00177 2.38560 -2.44931
C4 -1.56145 1.88620 -1.23464
O1 -0.44492 1.12405 -1.17876
C5 -2.28960 2.10738 -0.05245
C6 -1.90502 1.49215 1.18024
N1 -0.77256 0.90272 1.40860
C7 -0.61387 0.12942 2.59165
C8 -1.18426 0.37567 3.81020
C9 -1.00245 -0.54406 4.86166
C10 -0.28106 -1.68858 4.67150
C11 0.33409 -1.94829 3.42401
C12 1.07827 -3.11498 3.14417
C13 1.63027 -3.27511 1.90050
C14 1.50441 -2.25541 0.95647
N2 0.82449 -1.13400 1.17284
C15 0.19339 -1.00594 2.39243
C16 -3.48127 2.84383 -0.11541
H1 -3.52255 3.54377 -3.41889
H2 -1.44652 2.18399 -3.35503
H3 -2.65461 1.47700 1.96943
H4 -1.76710 1.27103 3.98501
H5 -1.45261 -0.33932 5.82265
H6 -0.16478 -2.40611 5.47289
H7 1.20154 -3.86991 3.91048
H8 2.19331 -4.15803 1.63651
H9 1.98929 -2.35836 -0.00395
H10 -4.06946 3.01111 0.77754
N3 0.79352 3.67195 -0.05747
N4 1.67063 2.80469 -0.79692
H11 0.60507 4.52018 -0.58395
H12 1.25443 3.91772 0.81182
H13 2.65379 3.07499 -0.76651
H14 1.38484 2.80722 -1.77458
Cl2 2.16505 1.64548 1.81271
S1 2.61568 -0.18094 -1.27183
C17 2.04278 -1.53217 -2.29998
C18 2.97182 -2.53910 -2.54677
C19 2.60839 -3.61392 -3.34384
C20 1.33195 -3.68066 -3.88474
C21 0.41804 -2.66528 -3.63803
C22 0.76709 -1.58087 -2.84609
H15 3.97096 -2.47706 -2.13507
H16 3.32960 -4.39328 -3.54811
H17 1.05135 -4.52031 -4.50536
H18 -0.57242 -2.71057 -4.07006
H19 0.05378 -0.78574 -2.67948

Summary:
* multiplicity: 1
* HOMO: -14.321 eV
* charge: +2
* HOMO-LUMO gap: 6.912 eV
* relative energy (zero: lowest compared OMol25 entry of this formula, charge and spin): 0.000 eV

Atomic partial charges in e from the Löwdin method, atoms 1 to 5: 1.32, 0.76, -0.64, -0.04, 0.02


No. 5
Density functional theory data (ωB97M-V/def2-TZVPD) for 2 unconnected molecules or ions with the total composition C3H7N3O.

Cartesian coordinates (Å):
H1 -2.58393 -1.25695 0.17136
N1 -1.84446 -0.67340 0.55157
C1 -0.70604 -1.03612 0.08508
N2 0.44365 -0.40028 0.41719
C2 1.75462 -0.81794 -0.02852
H2 -0.55206 -1.84499 -0.64242
H3 0.38748 0.23028 1.20494
H4 1.66959 -1.28184 -1.01567
H5 2.22184 -1.53741 0.65681
H6 2.39767 0.06074 -0.12723
N3 -1.54891 2.04171 -0.44077
C3 -0.39872 2.41655 -0.41794
O1 0.68155 2.88252 -0.46024
H7 -1.92228 1.21714 0.04585

Summary:
* multiplicity: 1
* HOMO: -9.417 eV
* charge: 0
* HOMO-LUMO gap: 10.247 eV
* relative energy (zero: lowest compared OMol25 entry of this formula, charge and spin): 0.748 eV

Atomic partial charges in e from the Löwdin method, atoms 1 to 5: 0.04, 0.03, -0.32, -0.06, -0.09


No. 6
Density functional theory data (ωB97M-V/def2-TZVPD) for a molecular structure, C29H41Cl3N7O4PdS2Se.

Cartesian coordinates (Å):
Pd1 0.12938 -0.50201 1.69890
N1 0.92940 0.61973 -1.64198
C1 1.92227 0.68363 -0.57686
C2 3.18907 1.50801 -0.94267
C3 4.48727 0.69483 -0.90704
C4 5.07693 0.50202 0.49486
N2 4.18391 -0.08003 1.47138
C5 4.05379 -1.35994 1.57187
N3 4.63008 -2.27971 0.70706
N4 3.30950 -1.91033 2.56335
C6 1.22880 1.23956 0.67535
O1 2.01684 1.44691 1.75094
O2 0.14575 1.81156 0.61369
H1 1.34184 0.84846 -2.53633
H2 0.19061 1.28534 -1.43567
H3 2.26160 -0.32645 -0.33018
H4 3.28875 2.38267 -0.29425
H5 3.04542 1.88994 -1.95635
H6 5.25270 1.20900 -1.49790
H7 4.31119 -0.27209 -1.39203
H8 5.34741 1.49442 0.86849
H9 6.02711 -0.05039 0.41580
H10 2.82996 0.84903 1.72234
H11 5.38162 -1.93649 0.13289
H12 4.80767 -3.18315 1.11640
H13 2.71532 -1.24986 3.06695
H14 2.75735 -2.73798 2.34020
Se1 -3.89523 -1.72130 4.53015
C7 -2.79923 -0.99108 3.30066
N5 -2.07073 -0.52435 2.52198
C8 1.41287 -3.00289 -2.97523
C9 0.54626 -2.61335 -1.78190
C10 1.07812 -3.22651 -0.50226
S1 0.35859 -2.63207 1.05990
O3 1.05295 -3.53931 2.05390
C11 -1.30487 -3.33809 0.88307
C12 -1.40076 -4.81319 1.23242
C13 -2.86279 -5.23849 1.33891
H15 1.02011 -2.58498 -3.90382
H16 1.46697 -4.08820 -3.09243
H17 2.43310 -2.63342 -2.84532
H18 -0.48288 -2.94086 -1.95629
H19 0.49628 -1.52588 -1.68205
H20 2.13907 -2.99775 -0.36359
H21 0.96394 -4.31421 -0.47596
H22 -1.60809 -3.13118 -0.14582
H23 -1.93112 -2.73551 1.53878
H24 -0.88917 -4.97886 2.18042
H25 -0.88144 -5.42280 0.48708
H26 -3.36347 -4.68176 2.13353
H27 -2.94741 -6.30380 1.56253
H28 -3.40086 -5.04864 0.40684
Cl1 -0.85411 5.30097 1.35681
C14 -1.11278 4.37063 2.80190
C15 -1.72439 3.13342 2.73250
C16 -1.92543 2.43345 3.91057
C17 -1.50905 2.91688 5.14656
C18 -1.65043 2.01492 6.34593
C19 -0.27924 1.43211 6.74615
N6 0.13206 0.37924 5.84392
C20 -0.31183 -0.92487 5.84741
C21 0.26904 -1.51776 4.77142
N7 1.05471 -0.60733 4.09834
C22 0.93484 0.52047 4.76065
O4 -2.23624 2.72846 7.42276
C23 -2.83075 1.90364 8.40747
C24 -4.01655 1.13438 7.89976
C25 -4.28570 -0.17050 8.17622
Cl2 -3.31081 -1.25004 9.09686
S2 -5.75276 -0.71927 7.48496
C26 -6.02594 0.81488 6.77980
C27 -5.03845 1.69690 7.07758
C28 -0.87656 4.15749 5.16684
Cl3 -0.25473 4.85668 6.64434
C29 -0.68653 4.89432 4.01014
H29 -1.99799 2.70043 1.78291
H30 -2.38858 1.45694 3.85677
H31 -2.29685 1.17630 6.05762
H32 -0.32074 1.02650 7.75732
H33 0.47778 2.21463 6.73462
H34 -1.01740 -1.28414 6.57792
H35 0.16090 -2.52689 4.40926
H36 1.38832 1.46034 4.48387
H37 -3.14526 2.59210 9.19419
H38 -2.10744 1.21221 8.85107
H39 -6.88827 0.97042 6.15322
H40 -5.00199 2.71281 6.71072
H41 -0.19865 5.85725 4.05218

Summary:
* multiplicity: 1
* HOMO: -4.049 eV
* charge: -1
* HOMO-LUMO gap: 6.458 eV
* relative energy (zero: lowest compared OMol25 entry of this formula, charge and spin): 1.054 eV

Atomic partial charges in e from the Löwdin method, atoms 1 to 5: 0.34, 0.04, -0.31, -0.13, -0.20